The following is a quantum chemistry calculation of a gas-phase ion, C4H13N2S (charge +1), from the Open Molecules 2025 dataset.

XYZ file:
```
20
Properties=species:S:1:pos:R:3
N -1.583 -2.789 -0.993
C -0.157 -2.667 -1.117
C 0.278 -1.971 0.239
N -0.619 -0.672 0.304
C -0.312 0.747 -0.188
C 0.842 1.333 0.685
S 0.945 3.121 0.471
H -2.268 -2.845 -1.816
H -2.002 -3.453 -0.353
H 0.240 -2.267 -1.986
H 0.236 -3.647 -0.953
H 1.298 -1.619 0.364
H 0.029 -2.629 0.995
H -0.808 -0.589 1.341
H -1.538 -0.970 -0.128
H 0.126 0.814 -1.211
H -1.109 1.483 -0.126
H 1.870 0.873 0.602
H 0.597 1.064 1.729
H -0.291 3.424 1.112
```

Properties
LUMO energy: -0.1116 hartree
Net charge: +1
E_tot: -667.60665 a.u.
HOMO energy: -12.75 eV

=====

The following is a quantum chemistry calculation of C4H13N3 in the gas phase, from the Open Molecules 2025 dataset.

XYZ file:
```
20
Properties=species:S:1:pos:R:3
N -2.286 -0.730 -1.227
C -2.395 -0.665 0.221
C -1.029 -0.769 0.868
N -0.169 0.299 0.454
C 1.187 0.333 0.931
C 2.093 1.131 0.001
N 2.668 0.221 -1.017
H -3.024 -0.203 -1.667
H -1.389 -0.374 -1.523
H -3.009 -1.461 0.620
H -2.800 0.303 0.550
H -1.163 -0.817 1.960
H -0.588 -1.729 0.586
H -0.565 1.208 0.249
H 1.297 0.682 1.978
H 1.565 -0.691 0.975
H 1.470 1.899 -0.478
H 2.913 1.544 0.576
H 2.987 0.800 -1.797
H 1.863 -0.259 -1.440
```

Properties
LUMO energy: 0.0400 hartree
E_tot: -324.44434 a.u.
HOMO energy: -8.53 eV

=====

The following is a quantum chemistry calculation of C4H13N3 in the gas phase, from the Open Molecules 2025 dataset.

XYZ file:
```
20
Properties=species:S:1:pos:R:3
N -2.329 1.429 0.352
C -2.247 -0.010 0.041
C -1.253 -0.970 0.862
C 0.206 -0.501 1.129
N 0.701 -0.404 -0.206
C 2.162 -0.219 -0.316
N 2.560 0.510 -1.543
H -1.415 1.925 0.266
H -2.880 1.849 -0.443
H -1.650 -0.022 -0.894
H -3.219 -0.586 -0.240
H -0.986 -1.979 0.309
H -1.835 -1.117 1.767
H 0.222 0.490 1.634
H 0.743 -1.316 1.672
H 0.142 0.221 -0.843
H 2.773 -1.162 -0.329
H 2.408 0.512 0.479
H 3.591 0.649 -1.574
H 2.362 -0.009 -2.325
```

Properties
LUMO energy: 0.0384 hartree
E_tot: -324.38789 a.u.
HOMO energy: -8.62 eV

=====

The following is a quantum chemistry calculation of C4H13N3 in the gas phase, from the Open Molecules 2025 dataset.

XYZ file:
```
20
Properties=species:S:1:pos:R:3
N 2.374 -0.676 1.279
C 1.249 -0.291 2.143
C -0.105 -0.574 1.493
N -0.408 0.242 0.308
C -0.361 -0.398 -1.005
C -1.449 0.168 -1.922
N -1.530 1.625 -1.991
H 3.201 -0.263 1.675
H 2.270 -0.198 0.387
H 1.281 -0.949 3.014
H 1.229 0.753 2.472
H -0.872 -0.388 2.241
H -0.096 -1.624 1.185
H 0.243 1.021 0.268
H -0.555 -1.471 -0.950
H 0.656 -0.303 -1.416
H -2.362 -0.162 -1.416
H -1.443 -0.352 -2.886
H -0.840 2.011 -2.597
H -2.481 1.831 -2.279
```

Properties
LUMO energy: 0.0412 hartree
E_tot: -324.43718 a.u.
HOMO energy: -8.52 eV

=====

The following is a quantum chemistry calculation of a molecular structure, C4H13N3, from the Open Molecules 2025 dataset.

XYZ file:
```
20
Properties=species:S:1:pos:R:3
C 1.168 1.539 0.843
C 1.641 -0.450 -1.085
N 0.748 0.244 0.324
H 0.885 -0.481 1.027
H 0.704 1.746 1.812
H 0.862 2.309 0.133
H 2.254 1.604 0.962
H 1.288 0.060 -1.974
H 2.632 -0.082 -0.810
H 1.672 -1.530 -1.182
C -2.192 0.619 0.457
N -0.691 -2.181 0.037
C -0.977 0.152 -0.330
N -1.040 -1.114 -0.831
H 0.170 -2.514 0.455
H -0.800 -2.993 -0.584
H -0.779 0.873 -1.132
H -2.469 -0.129 1.199
H -2.037 1.605 0.903
H -3.038 0.723 -0.225
```

Properties
LUMO energy: 0.0258 hartree
E_tot: -324.24754 a.u.
HOMO energy: -5.44 eV

=====

The following is a quantum chemistry calculation of a molecular structure, C4H13N3, from the Open Molecules 2025 dataset.

XYZ file:
```
20
Properties=species:S:1:pos:R:3
C -0.473 -2.025 -1.462
C 0.372 -0.898 -0.868
C 0.509 0.383 -1.612
N -0.022 3.013 2.787
C 0.274 2.903 1.524
N 0.488 1.897 0.754
N -0.092 -3.284 -0.951
H -1.517 -1.775 -1.254
H -0.412 -2.015 -2.558
H 1.293 -1.217 -0.395
H -0.227 0.019 -0.562
H -0.112 1.118 -2.127
H 1.534 0.539 -1.966
H -0.175 3.940 3.149
H -0.191 2.226 3.393
H 0.354 3.880 1.045
H 0.288 0.971 1.134
H -0.951 -2.458 0.960
H -0.700 -4.087 -1.156
H -0.242 -3.129 0.165
```

Properties
LUMO energy: -0.4893 hartree
Net charge: +2
E_tot: -323.42744 a.u.
HOMO energy: -16.69 eV

=====

The following is a quantum chemistry calculation of 2 unconnected molecules or ions with the total composition C4H13N3, from the Open Molecules 2025 dataset.

XYZ file:
```
20
Properties=species:S:1:pos:R:3
C -1.209 -1.608 -0.801
C -0.298 -0.938 0.316
C 0.568 0.052 -0.385
N 1.914 2.880 -0.559
C 1.594 2.560 0.702
N 1.063 1.390 1.035
N -2.159 -2.457 -0.016
H -1.837 -0.850 -1.316
H -0.638 -2.086 -1.612
H -0.994 -0.485 1.038
H 0.242 -1.627 0.947
H -0.056 0.875 -0.737
H 1.576 -0.032 -0.801
H 2.670 3.547 -0.667
H 1.637 2.285 -1.310
H 2.257 3.016 1.480
H 1.100 1.500 2.063
H -1.846 -2.695 0.929
H -2.529 -3.343 -0.462
H -3.056 -1.984 0.156
```

Properties
LUMO energy: -0.2988 hartree
Net charge: +2
E_tot: -323.77566 a.u.
HOMO energy: -17.80 eV

=====

The following is a quantum chemistry calculation of 2 unconnected molecules or ions with the total composition C4H13N3, from the Open Molecules 2025 dataset.

XYZ file:
```
20
Properties=species:S:1:pos:R:3
C -0.148 2.578 1.866
C -1.019 0.581 0.518
C -0.895 -2.017 -2.252
C 1.261 -2.229 -1.254
N 0.858 3.003 2.628
N -0.099 1.372 1.334
N 0.036 -1.699 -1.295
H -0.914 3.314 1.597
H -1.043 -0.359 0.904
H -0.680 0.489 -0.506
H -1.882 1.191 0.489
H -1.534 -1.175 -2.311
H -0.692 -2.362 -3.296
H -1.535 -2.678 -1.764
H 1.544 -3.286 -1.687
H 1.858 -1.609 -1.963
H 1.731 -2.008 -0.249
H 0.972 3.956 2.794
H 1.562 2.303 2.827
H 0.616 0.634 1.620
```

Properties
LUMO energy: -0.4186 hartree
Net charge: +2
E_tot: -323.69166 a.u.
HOMO energy: -18.06 eV